Below is 4 unconnected molecules or ions with the total composition C13H33N5O5 in a non-equilibrium geometry, with properties calculated with ωB97M-V/def2-TZVPD.

The geometry in XYZ format:
```
56
Properties=species:S:1:pos:R:3:forces:R:3
C 19.385 -28.640 -18.802 0.094 1.425 -0.139
C 20.116 -27.531 -19.600 0.801 -1.580 0.878
O 20.620 -26.526 -18.727 -0.770 0.365 -0.344
O 20.107 -28.935 -17.618 -0.016 -0.162 -0.383
H 19.283 -29.467 -19.505 -0.052 -0.429 0.449
H 18.407 -28.249 -18.507 -0.171 -0.205 -0.182
H 19.441 -27.233 -20.399 0.224 0.797 0.065
H 21.013 -28.009 -20.006 -0.195 -0.053 -0.594
H 21.000 -27.062 -18.013 -0.059 0.208 0.105
H 19.599 -28.519 -16.903 -0.021 -0.182 0.254
C 17.343 -28.432 -15.126 0.844 0.783 1.533
O 18.344 -27.883 -15.582 -0.366 -0.381 -0.563
N 16.332 -28.959 -15.862 0.574 0.241 -0.468
N 17.185 -28.504 -13.762 -0.510 -0.447 -0.484
H 15.520 -29.322 -15.406 -0.298 0.053 -0.141
H 16.281 -28.557 -16.785 -0.316 -0.350 -0.008
H 16.334 -28.850 -13.364 -0.003 -0.010 0.154
H 17.893 -28.159 -13.146 0.216 0.082 -0.141
C 18.955 -22.768 -18.925 0.178 0.578 -0.573
O 18.503 -21.655 -19.181 -0.137 -0.607 0.321
N 18.890 -23.797 -19.816 -0.385 -0.004 -0.422
N 19.600 -23.044 -17.759 -0.223 0.389 0.242
H 19.285 -24.706 -19.666 0.002 -0.093 0.320
H 18.188 -23.676 -20.524 0.182 -0.070 -0.163
H 19.754 -22.208 -17.221 0.308 -0.223 0.168
H 20.221 -23.828 -17.686 0.005 -0.086 0.029
C 24.406 -25.047 -12.988 1.336 0.014 0.762
C 24.652 -25.385 -14.468 -0.428 1.049 -0.469
C 23.461 -26.215 -15.029 1.278 0.554 1.733
C 22.222 -25.363 -15.143 -0.234 0.113 -0.442
C 22.487 -24.267 -16.173 -0.414 -0.913 -0.821
C 23.690 -23.386 -15.884 0.796 1.278 -0.164
N 24.774 -24.169 -15.307 0.019 -1.986 -0.667
O 25.945 -23.459 -15.032 -0.072 0.662 0.428
C 24.273 -22.803 -17.200 0.098 -0.513 0.563
C 23.272 -22.240 -14.928 -0.706 -1.061 0.308
C 25.944 -26.194 -14.656 -0.783 -0.717 0.035
H 24.989 -25.735 -12.364 -0.400 -0.275 -0.006
H 23.382 -25.043 -12.623 -0.130 -0.010 -0.304
H 24.878 -24.098 -12.715 -0.258 0.179 -0.322
H 23.812 -26.675 -15.951 -0.480 -0.049 -0.208
H 23.340 -26.963 -14.239 -0.252 -0.394 -0.414
H 21.919 -24.912 -14.197 0.135 -0.234 0.173
H 21.414 -26.030 -15.455 -0.245 0.347 -0.092
H 21.624 -23.632 -16.372 0.042 0.167 0.511
H 22.583 -24.819 -17.119 0.515 0.244 -0.094
H 25.141 -22.196 -16.945 -0.183 0.341 -0.065
H 24.672 -23.644 -17.772 -0.275 0.043 -0.246
H 23.550 -22.230 -17.777 -0.016 0.012 0.009
H 22.627 -21.491 -15.388 0.329 0.155 -0.237
H 22.627 -22.730 -14.187 0.176 0.266 0.288
H 24.129 -21.817 -14.411 0.021 0.222 -0.171
H 25.904 -27.064 -13.994 0.104 0.081 0.094
H 26.868 -25.659 -14.469 -0.037 0.159 0.065
H 25.920 -26.612 -15.664 0.345 0.232 -0.107
H 26.593 -23.740 -15.690 -0.190 -0.008 -0.054
```
Positions in Å, forces in eV/Å.

LUMO level ... 0.0115 Eh
Frontier orbital gap ... 0.300 hartree
Highest occupied orbital energy ... -7.862 eV
DFT total energy ... -1165.1104 hartree
SMILES ... CC1(C)CCCC(C)(C)N1O.NC(N)=O.NC(N)=O.OCCO
Multiplicity ... 1



Below is a molecular structure, ClCu4FO8PPb in a non-equilibrium geometry, with properties calculated with ωB97M-V/def2-TZVPD.

The geometry in XYZ format:
```
16
Properties=species:S:1:pos:R:3:forces:R:3
Cu -10.157 -8.704 1.251 -0.947 -0.218 0.218
Cu -16.087 -11.066 2.231 0.310 0.569 -0.432
Cu -12.099 -9.209 5.795 0.224 -0.380 -0.854
Cu -16.637 -7.211 3.071 0.444 1.274 -1.131
Pb -11.586 -12.023 2.994 -0.194 0.815 -2.024
P -16.186 -4.617 1.547 1.399 8.985 -0.137
O -16.425 -6.019 1.228 -0.650 -6.489 -0.036
O -17.718 -4.503 1.082 0.247 -0.258 -0.134
O -15.174 -3.834 0.720 -1.301 -1.993 0.831
O -16.307 -4.072 2.950 0.138 -1.398 0.542
F -11.874 -11.789 0.277 0.458 0.075 2.631
Cl -13.827 -8.650 2.205 6.633 7.769 -1.331
O -12.835 -9.582 2.005 1.434 -8.719 -0.656
O -14.937 -8.540 1.363 -4.933 -3.020 -0.194
O -13.995 -8.549 3.612 -2.961 -0.273 1.955
O -13.023 -7.562 1.702 -0.302 3.262 0.751
```
Positions in Å, forces in eV/Å.

LUMO level ... -0.2670 Eh
Frontier orbital gap ... 0.103 hartree
Highest occupied orbital energy ... -10.068 eV
DFT total energy ... -8257.0384 hartree
Energy above the lowest of the compared OMol25 structures with the same formula, charge and spin ... 377.2 kJ/mol
Charge ... +1
Multiplicity ... 1



Below is C3H6N2OS in the gas phase in a non-equilibrium geometry, with properties calculated with ωB97M-V/def2-TZVPD.

The geometry in XYZ format:
```
13
Properties=species:S:1:pos:R:3:forces:R:3
C -2.127 -0.410 -0.420 2.823 -2.511 1.182
C 1.037 0.934 -0.498 -1.419 -1.039 -2.436
C 0.531 -1.493 -0.041 -1.840 -0.004 -0.296
N 1.941 0.135 0.197 1.273 1.054 0.125
N 1.598 -1.082 0.521 -1.045 -1.818 -0.085
O -2.319 -0.552 0.959 -0.771 0.915 -0.603
S -0.452 -0.246 -1.036 0.384 -0.434 1.165
H -2.513 0.494 -0.664 -1.944 2.721 -1.455
H 0.663 1.756 0.028 -0.417 1.428 0.745
H 1.305 1.142 -1.532 0.517 0.503 0.187
H -0.031 -2.429 0.135 0.999 0.448 -0.017
H 2.604 0.591 0.778 0.458 -0.148 0.618
H -1.590 -1.043 1.276 0.983 -1.116 0.870
```
Positions in Å, forces in eV/Å.

LUMO level (alpha / beta) ... 0.0220 / 0.0220 Eh
Frontier orbital gap (alpha / beta) ... 0.291 / 0.291 hartree
Highest occupied orbital energy (alpha / beta) ... -7.320 / -7.320 eV
DFT total energy ... -700.6657 hartree
Energy above the lowest of the compared OMol25 structures with the same formula, charge and spin ... 586.9 kJ/mol
Multiplicity ... 1